Record 1
112
Properties=species:S:1:pos:R:3:forces:R:3:mulliken_spin:R:1 method="wB97M-V/def2-TZVPD" e_lumo_ev="-6.700 / -10.561" multiplicity=4 s_squared=3.767 homo_energy_ev="-12.72 / -12.72" orbital_gap_ev="6.02 / 2.16" charge=+2
Ni 26.25113 28.77610 23.54238 -2.2 1.2 -3.0 1.74
C 22.76293 28.98105 20.75804 0.7 0.6 0.2 0.00
C 23.20537 29.67585 22.06476 0.5 -1.2 -0.3 -0.01
O 24.27426 28.99177 22.67094 1.1 -0.9 0.7 0.19
H 23.58879 28.99207 20.04674 0.1 0.0 -0.2 0.01
H 21.95437 29.56757 20.32180 -0.2 -0.2 0.0 0.00
H 22.44999 27.94768 20.90748 -0.1 0.0 0.2 0.00
H 22.30883 29.61601 22.68181 0.0 0.5 0.6 0.01
H 23.45655 30.70866 21.82333 -0.1 0.4 0.1 0.00
N 23.07276 35.24041 21.03443 0.7 -1.4 1.2 0.00
C 22.57592 36.13908 21.91782 0.3 -1.4 -0.7 0.00
C 21.53263 35.85790 22.78008 -1.0 -1.8 0.0 0.00
C 20.99423 34.53798 22.76955 1.5 0.9 -0.8 0.00
C 21.58667 33.58126 21.90519 -0.7 0.6 1.6 0.00
C 22.68156 33.91368 21.13885 -1.2 2.9 -0.6 0.00
H 23.07178 37.09457 22.00482 -0.1 0.2 -0.6 0.00
H 21.10747 36.64378 23.38674 0.1 -0.1 0.2 0.00
H 20.21400 34.24026 23.45439 -0.2 0.1 -0.1 0.00
H 21.16604 32.58673 21.92457 0.2 -0.3 -0.1 0.00
H 23.07639 33.18082 20.45078 0.5 0.2 -0.1 0.00
N 26.51204 30.95490 23.87372 -1.0 2.9 -0.5 0.02
C 26.03409 31.82734 22.87041 0.5 0.3 1.0 -0.02
C 25.90343 33.26844 22.99545 0.7 -3.1 0.5 0.00
C 26.37454 33.82397 24.15974 0.3 -0.4 0.7 0.00
C 26.91442 33.02330 25.20885 -1.5 -0.2 -2.1 0.00
C 26.85212 31.62495 25.03116 0.4 0.5 0.0 0.00
H 25.77978 31.38838 21.91698 -0.1 -0.2 0.1 0.01
H 25.48720 33.90610 22.22960 -0.1 -0.4 -0.3 0.00
H 26.25862 34.89576 24.22483 0.3 0.2 0.5 0.00
H 27.18983 33.56341 26.10262 0.2 -0.7 0.3 0.00
H 27.11134 31.02724 25.89253 0.1 -0.3 -0.1 0.00
N 25.10332 23.28357 17.97525 -4.1 3.7 1.8 0.79
C 24.23173 23.10763 19.02620 1.0 -1.3 -0.8 0.00
C 23.22858 24.03743 19.30807 1.0 0.7 -1.7 0.07
C 23.21722 25.20189 18.53599 0.0 -0.2 0.8 -0.01
C 24.15932 25.45693 17.54089 -0.9 -0.3 1.4 0.07
C 25.03538 24.44227 17.25052 2.1 -2.3 -0.5 0.01
H 24.27555 22.21728 19.63591 0.4 -0.3 -0.2 0.02
H 22.45780 23.92298 20.05587 0.3 -0.5 0.3 0.02
H 22.45785 25.90900 18.83558 0.0 0.5 -0.3 0.01
H 24.21779 26.43773 17.09253 0.0 -0.2 -0.5 0.01
H 25.73113 24.49004 16.42586 0.2 0.2 -0.1 0.02
N 21.81731 31.84834 27.50835 -0.9 0.1 -1.0 0.00
C 22.80143 32.71239 27.28759 0.1 -0.3 -1.9 0.00
C 23.29801 32.96597 25.98170 0.4 0.0 0.6 0.00
C 22.78182 32.30941 24.91070 -1.2 -0.6 -0.1 0.00
C 21.65453 31.49573 25.11512 0.3 -0.3 0.3 0.00
C 21.17899 31.28792 26.40468 1.7 1.4 0.8 0.00
H 23.29132 33.28826 28.05882 -0.3 -0.4 0.7 0.00
H 24.13950 33.60776 25.76631 0.0 0.3 0.6 0.00
H 23.15550 32.47314 23.91072 0.1 0.0 -0.1 0.00
H 21.24298 30.96665 24.26830 -0.4 0.0 0.0 0.00
H 20.27331 30.73540 26.60684 0.1 -0.3 0.1 0.00
N 25.67001 32.63421 19.67713 -0.2 1.6 -0.5 0.00
C 25.82682 33.90992 19.12260 0.9 -2.8 -0.4 0.00
C 26.10346 34.05345 17.76159 -0.8 -0.3 0.6 0.00
C 25.97427 32.92754 16.93066 0.2 0.0 0.5 0.00
C 25.66674 31.68913 17.46932 0.4 0.2 0.8 0.00
C 25.58601 31.56858 18.87983 0.1 1.4 -0.9 0.00
H 25.91947 34.73593 19.81218 -0.3 0.0 0.1 0.00
H 26.33296 35.03843 17.38270 0.0 0.0 -0.2 0.00
H 26.16868 32.95861 15.86876 -0.1 0.4 -0.1 0.00
H 25.60316 30.85047 16.79183 -0.1 -0.2 0.2 0.00
H 25.47897 30.61709 19.37946 -0.1 -0.2 0.0 0.00
N 27.01382 28.93940 21.43251 1.5 0.4 -1.6 0.04
C 28.11559 29.65097 20.99936 0.0 -0.5 1.0 0.00
C 28.69551 29.64849 19.71427 -1.8 -0.3 1.5 0.00
C 28.03967 28.85397 18.79134 0.8 0.6 -0.5 0.00
C 26.91551 28.14173 19.15078 -0.6 0.4 0.4 0.00
C 26.41641 28.23650 20.44531 0.1 0.0 0.2 -0.01
H 28.58688 30.19880 21.80196 0.1 0.3 0.0 0.00
H 29.51088 30.31214 19.46700 0.1 -0.2 0.1 0.00
H 28.44363 28.90825 17.79121 -0.3 -0.5 -0.3 0.00
H 26.29316 27.63198 18.43020 0.2 -0.2 -0.1 0.00
H 25.47484 27.75954 20.67414 0.0 0.0 0.3 0.00
N 18.79028 29.25732 23.70509 0.3 1.2 -1.5 0.00
C 19.18077 29.34880 22.38748 -1.2 2.4 1.0 0.00
C 18.98359 30.56120 21.63474 0.1 -1.4 1.0 0.00
C 18.46925 31.69478 22.26754 0.2 -0.4 -0.9 0.00
C 18.16916 31.62192 23.59397 -0.5 -0.8 1.2 0.00
C 18.28068 30.39928 24.24850 1.0 -1.0 -0.5 0.00
H 19.63069 28.48766 21.91587 -0.1 -0.2 0.1 0.00
H 19.18008 30.56691 20.57278 0.1 0.0 -0.1 0.00
H 18.24292 32.60297 21.72868 0.2 0.1 -0.2 0.00
H 17.74621 32.42406 24.18055 0.0 0.3 -0.2 0.00
H 17.99879 30.34942 25.28987 -0.1 -0.2 0.1 0.00
N 26.19813 26.54596 23.07306 1.5 -1.8 0.2 0.02
C 27.32231 25.71488 23.08817 -1.2 2.1 -0.3 -0.01
C 27.28674 24.35298 22.90734 1.7 1.2 0.5 0.00
C 26.13539 23.78976 22.52833 -2.5 -1.4 -0.3 0.00
C 24.98126 24.57218 22.37792 1.0 -0.9 0.4 0.00
C 25.06303 25.88491 22.74472 -0.3 1.4 -0.1 -0.01
H 28.29987 26.17384 23.09984 -0.1 0.4 0.6 0.00
H 28.20874 23.81090 23.05724 0.0 -0.2 -0.1 0.00
H 26.10732 22.71437 22.43270 -0.2 -0.1 -0.3 0.00
H 24.01778 24.18031 22.08719 0.1 -0.1 0.1 0.00
H 24.14171 26.44645 22.69739 0.1 0.6 0.2 0.00
C 21.51073 30.93767 17.76998 0.2 -0.3 -0.4 0.00
Cl 20.05103 30.83509 16.81565 -0.7 0.6 0.1 0.00
Cl 22.60575 29.73931 16.98786 0.5 0.1 0.7 0.00
H 21.98404 31.91829 17.72042 -0.2 -0.1 -0.2 0.00
H 21.29047 30.67859 18.80558 0.2 -0.2 -0.3 0.00
C 21.21250 26.63610 24.29157 0.1 -0.1 1.0 0.00
Cl 21.09319 25.16851 23.23423 0.3 0.9 0.4 0.00
Cl 21.73146 26.20213 25.99694 -0.4 0.2 -1.3 0.00
H 21.94083 27.36569 23.93757 0.1 -0.5 -0.3 0.00
H 20.24076 27.12777 24.33732 0.0 -0.4 0.1 0.00
C 19.78916 25.71198 18.36768 -0.5 0.7 -0.2 0.00
Cl 20.32625 27.32901 18.93833 0.1 -0.4 -0.2 0.00
Cl 19.81824 24.53996 19.68559 0.0 0.0 -0.2 0.00
H 18.77578 25.88284 18.00438 0.0 -0.4 0.3 0.00
H 20.38925 25.38364 17.51904 0.2 0.0 0.3 0.00

***

Record 2
107
Properties=species:S:1:pos:R:3:forces:R:3:mulliken_charge:R:1 method="wB97M-V/def2-TZVPD" e_lumo_ev=-0.159 multiplicity=1 e_above_lowest_ev=0.000 homo_energy_ev=-4.21 orbital_gap_ev=4.05
Sr -0.28257 0.08358 0.47172 0.5 -0.1 -0.2 2.06
C 0.22324 -1.30973 4.18331 1.3 0.1 0.6 -1.08
C 1.75618 -1.46321 4.19720 0.4 -0.5 -0.4 -0.76
C 2.23226 -2.37311 3.06872 -0.6 -1.0 0.4 0.54
C 2.89071 -3.59987 3.25657 0.1 0.3 -0.7 -1.07
C 3.15053 -4.41373 2.15347 -0.8 0.8 -0.5 -0.61
C 2.72964 -4.01557 0.88599 -0.4 0.4 -1.0 -0.93
C 2.02665 -2.77889 0.77287 1.0 -1.4 0.5 -0.31
N 1.78862 -2.04491 1.85833 0.0 0.8 -1.2 0.81
N -0.29674 -0.38541 3.22876 -1.5 -0.3 -1.5 1.22
C -0.16137 1.03936 3.45553 -0.1 0.0 0.0 -0.13
C 1.19721 1.55567 3.10944 0.1 1.0 1.4 0.15
C 1.82754 2.46098 3.95370 -0.1 0.7 0.3 -0.90
C 2.97343 3.11053 3.51846 -0.5 -0.1 0.7 -0.66
C 3.53046 2.78951 2.30661 1.1 -0.3 -0.4 -1.11
C 2.89512 1.80477 1.57276 -0.7 0.8 -0.1 -0.43
N 1.71832 1.28419 1.93608 0.3 -0.9 -1.1 1.29
C -1.72284 -0.71899 2.99371 -0.5 -0.2 0.2 -0.71
C -2.03091 -2.03710 2.26721 -0.4 0.9 1.0 0.17
C -3.07503 -2.83154 2.78434 0.0 -0.7 -0.7 -0.61
C -3.57060 -3.88546 2.00004 0.4 0.9 1.0 -0.55
C -2.95731 -4.13862 0.79121 -0.4 -1.3 -0.5 -0.70
C -1.88485 -3.37099 0.41507 0.4 0.8 -0.6 -0.67
N -1.44398 -2.29125 1.10112 -0.3 -0.7 -0.4 0.45
H -0.05902 -1.04290 5.21411 -0.3 0.0 0.0 0.37
H -0.16592 -2.29375 3.94926 -0.3 -0.2 0.1 0.39
H 2.03985 -1.87288 5.17697 0.1 0.1 -0.3 0.56
H 2.24167 -0.50030 4.05795 0.0 0.2 0.2 0.09
H 3.22619 -3.95594 4.20524 0.0 0.1 0.7 0.53
H 3.60933 -5.36873 2.28431 0.4 -0.4 0.1 0.46
H 2.94174 -4.64730 -0.01778 -0.3 0.8 1.0 0.39
H 1.73376 -2.35597 -0.20877 0.0 -0.4 0.7 0.44
H -0.53453 1.37221 4.43909 0.5 -0.1 0.1 0.26
H -0.83439 1.55434 2.74213 -0.2 -0.2 -0.2 -0.76
H 1.33922 2.76777 4.88428 0.3 -0.3 -0.3 0.47
H 3.40491 3.86987 4.13645 0.2 0.3 0.3 0.44
H 4.46894 3.26811 1.96543 -0.8 -0.4 0.1 0.46
H 3.21336 1.55707 0.57689 0.2 -0.1 -0.1 0.39
H -2.22252 0.13948 2.39245 0.7 -0.7 0.2 -0.13
H -2.21069 -0.80506 3.96986 -0.3 0.1 0.2 0.41
H -3.47048 -2.63731 3.77498 -0.1 0.1 -0.2 0.50
H -4.39526 -4.51424 2.31648 0.0 0.2 0.2 0.43
H -3.33636 -4.99709 0.19337 0.6 0.9 0.2 0.37
H -1.40035 -3.54892 -0.54725 0.0 0.0 0.3 0.37
Te 0.15715 -1.51254 -3.79339 -0.3 -0.6 0.3 0.40
C -0.44449 -0.64268 -5.60866 0.6 -0.9 -0.4 0.00
C -0.07479 -1.13564 -6.87710 0.1 1.3 -0.1 -0.38
C -0.37799 -0.39039 -8.02943 0.7 -0.9 0.8 -0.31
C -1.09380 0.77686 -7.91042 -1.2 0.0 0.4 -0.55
C -1.58862 1.16204 -6.65604 0.4 0.2 -0.1 -0.46
C -1.21613 0.48609 -5.47750 -0.9 0.8 -1.4 -0.45
C 2.22674 -1.38648 -4.03893 0.8 0.0 -0.5 -0.32
C 2.78862 -0.23579 -4.59694 0.2 -0.4 -0.2 -0.23
C 4.16865 -0.15576 -4.77134 0.6 0.7 0.2 -0.51
C 4.98336 -1.18767 -4.33348 0.6 -0.7 0.3 -0.28
C 4.43307 -2.36684 -3.79842 0.2 0.7 -0.8 -0.67
C 3.05762 -2.47033 -3.69053 0.0 1.5 -0.2 -0.38
H 0.57040 -1.98159 -7.01830 0.0 -0.5 0.4 0.36
H 0.01805 -0.74310 -8.98023 -0.3 0.1 0.1 0.35
H -1.42724 1.28852 -8.80924 0.2 0.2 0.2 0.34
H -2.21156 2.05138 -6.62321 0.0 -0.1 0.2 0.36
H -1.58742 0.81867 -4.51765 0.2 0.1 0.0 0.49
H 2.15712 0.56438 -4.95619 -0.1 0.1 0.1 0.50
H 4.65765 0.75329 -5.18235 -0.6 -0.7 0.2 0.30
H 6.08421 -1.11594 -4.37641 -0.7 0.1 -0.2 0.39
H 5.08125 -3.21449 -3.60090 -0.1 0.1 0.3 0.41
H 2.61526 -3.33732 -3.30031 -0.5 -1.2 0.4 0.57
C -0.73317 3.44210 -1.17545 -2.2 -1.7 1.2 -1.24
C -1.56280 4.17324 -0.07435 -0.1 0.4 -0.7 0.39
C -0.77814 4.32591 1.22507 1.1 0.8 0.3 -0.80
C -2.91904 3.57869 0.16790 0.1 -0.7 0.3 0.90
C -4.01512 4.40370 0.08726 -0.9 -0.1 -0.5 -0.69
C -5.34110 3.98655 0.25444 1.1 0.5 0.4 -1.58
C -5.50178 2.66228 0.63298 -1.6 -0.2 0.1 0.32
C -4.45451 1.80769 0.81148 0.8 -0.8 0.3 -0.27
C -4.78863 0.35717 1.21259 1.4 -0.2 -1.7 2.47
C -5.44311 -0.37205 -0.03006 0.6 -0.6 1.4 -1.39
C -5.57924 0.20240 2.46793 -0.9 0.7 1.2 -1.52
C -3.06171 2.22198 0.61172 -0.2 -1.0 1.1 -0.89
N -2.03249 1.39933 0.94253 -0.4 0.5 -0.8 -1.01
H 0.29402 3.66087 -1.10858 1.4 0.3 0.0 0.43
H -1.12601 3.64611 -2.16530 0.0 0.2 -0.2 0.45
H -0.94475 2.35348 -0.94908 0.6 0.9 -0.5 -0.27
H -1.80392 5.13139 -0.55123 0.4 0.4 0.6 0.54
H -0.62779 3.34223 1.68257 -0.1 0.2 -0.1 0.00
H -1.20257 5.01361 1.99730 -0.1 -0.5 -0.8 0.36
H 0.22612 4.74393 0.98621 -0.3 -0.2 0.2 0.39
H -3.85126 5.43318 -0.16455 0.1 0.6 -0.2 0.38
H -6.09906 4.75522 0.24054 -0.4 -0.3 -0.1 0.31
H -6.51652 2.24009 0.82213 0.6 0.5 -0.2 0.18
H -3.80531 -0.13997 1.38561 -0.6 0.4 -0.3 -1.31
H -6.53611 -0.29072 0.05007 0.2 0.0 -0.4 0.37
H -5.16555 -1.46269 -0.00413 -0.4 0.8 -0.1 0.28
H -5.05433 0.07518 -0.94445 -0.2 -0.1 0.0 0.34
H -6.60526 0.61420 2.39269 0.5 0.2 -0.1 0.36
H -5.07846 0.72349 3.32433 -0.4 -0.4 -0.6 0.31
H -5.76453 -0.83331 2.74008 0.3 -0.4 0.0 0.42
N 4.71749 -1.41510 0.63170 -0.1 0.9 0.1 0.02
C 5.27192 -0.55887 -0.26234 1.5 -0.9 -0.2 0.47
N 6.68615 -0.56591 -0.41017 -1.0 0.9 0.4 -0.50
N 4.54764 0.12665 -1.08908 0.8 0.4 -0.4 -0.54
C 3.24705 0.04363 -1.09142 -2.7 0.4 -0.2 0.11
N 2.07162 0.13857 -1.11910 2.1 -0.5 0.2 -0.23
H 5.21932 -1.91987 1.33234 0.6 -0.1 0.0 0.29
H 3.78895 -1.15716 0.94411 -0.1 -0.1 -0.1 -0.25
H 7.19859 -0.47124 0.47752 -0.4 -0.2 -0.7 0.27
H 7.04318 0.10063 -1.12254 -0.7 -0.7 0.8 0.30